No. 1
The following is a quantum chemistry calculation of 2 unconnected molecules or ions with the total composition C4H6IN in a non-equilibrium geometry, from the Open Molecules 2025 dataset.

Energy above the lowest of the compared OMol25 structures with the same formula, charge and spin   71.6 kcal per mole
SMILES string   C=NCI.C#C
Total energy   -13832.0540 eV

Structure (ORCA input):
```
! wB97M-V def2-TZVPD RIJCOSX def2/J DEFGRID3
* xyz 0 1
C -1.1190 -2.2766 0.0977
C 1.2186 2.6013 -0.4895
C -0.1310 -2.8675 0.3820
C 0.6386 0.2894 -0.2880
N 0.4184 1.6217 -0.6069
I 2.8723 -0.2971 0.1566
H -2.0594 -1.9078 -0.1513
H 0.2589 -0.5654 -0.9312
H 0.8153 3.6047 -0.9075
H 2.2508 2.4008 -0.4439
H 0.7522 -3.6055 0.5209
H 0.2565 0.1745 0.7778
*
```



No. 2
The following is a quantum chemistry calculation of a molecular structure, C33H40N4OsP2Te in a non-equilibrium geometry, from the Open Molecules 2025 dataset.

Energy above the lowest of the compared OMol25 structures with the same formula, charge and spin   3.8 kcal per mole
Total energy   -69143.3335 eV

Structure (ORCA input):
```
! wB97M-V def2-TZVPD RIJCOSX def2/J DEFGRID3
* xyz 2 5
Os -0.1449 0.9820 -0.1894
C -1.9300 1.3599 -3.3963
C -1.4438 0.1107 -3.3316
C -0.2698 -0.3140 -4.1981
C 1.0208 0.5016 -3.9771
C 1.1304 1.0229 -2.5926
C 0.4458 2.1089 -2.0380
C -0.1931 3.0955 -3.0547
C -1.1680 2.4820 -4.0418
C 1.1637 1.8609 1.2366
H -3.0212 1.5431 -3.3358
H -2.1276 -0.6793 -3.0004
H -0.5707 -0.2408 -5.2582
H -0.0549 -1.3735 -4.0324
H 1.8715 -0.1943 -4.1800
H 1.1558 1.2837 -4.7507
H 1.8338 0.4304 -2.0187
H 0.8616 2.7629 -1.2353
H 0.6396 3.5752 -3.6024
H -0.6941 3.8855 -2.4824
H -1.8754 3.2454 -4.3991
H -0.6410 2.1322 -4.9432
H 0.6544 2.4974 1.9905
H 1.9738 2.4511 0.8112
H 1.6311 1.0313 1.7857
P 1.5949 -0.8512 0.1704
P -1.6982 -0.5862 -0.5182
N 3.2967 -0.0977 -0.5735
N 2.4949 -1.7742 1.3199
N -3.1418 0.6672 -1.0223
N -2.7716 -1.5939 0.5525
C 0.7798 -2.0922 -0.8657
C -0.7158 -1.9340 -1.2846
C 3.4546 1.2723 -0.7940
C 4.7700 1.5761 -1.0912
C 5.4807 0.3498 -1.0747
C 4.5445 -0.6575 -0.7977
C 3.4736 -1.1918 2.1588
C 4.3359 -2.1818 2.5920
C 3.9237 -3.4254 1.9827
C 2.8132 -3.1467 1.1998
C -2.8593 2.0243 -1.0287
C -4.0397 2.7640 -1.0072
C -5.0880 1.8175 -1.0875
C -4.5100 0.5494 -1.0578
C -3.7832 -2.3604 -0.0441
C -4.4280 -3.0801 0.9540
C -3.7679 -2.8020 2.1883
C -2.7463 -1.8985 1.9014
H 0.8565 -3.0637 -0.3683
H 1.4263 -2.0862 -1.7531
H -0.7369 -1.8320 -2.3694
H -1.2722 -2.8540 -1.0733
H 2.6314 1.9691 -0.8952
H 5.1074 2.6007 -1.2788
H 6.5463 0.2170 -1.2140
H 4.6894 -1.7237 -0.7481
H 3.4376 -0.1342 2.3683
H 5.1949 -2.0492 3.2364
H 4.3961 -4.3943 2.0800
H 2.2100 -3.8061 0.5890
H -1.8359 2.4359 -1.0001
H -4.0507 3.8311 -0.8722
H -6.1407 2.0450 -1.0945
H -4.9861 -0.4169 -1.1285
H -3.9432 -2.3243 -1.1236
H -5.2834 -3.7248 0.7986
H -3.9806 -3.2208 3.1571
H -2.0342 -1.4067 2.5666
Te -1.5079 1.2095 2.0357
C -0.6003 0.6143 3.9104
C -0.7734 1.5274 4.9693
C -0.4202 1.1337 6.2683
C 0.0616 -0.1652 6.5155
C 0.2034 -1.0655 5.4511
C -0.0876 -0.6726 4.1302
H -1.1659 2.5203 4.7448
H -0.5280 1.8432 7.0895
H 0.2907 -0.4777 7.5412
H 0.5400 -2.0878 5.6377
H 0.0949 -1.3491 3.2909
*
```



No. 3
The following is a quantum chemistry calculation of 7 unconnected molecules or ions with the total composition C20H27F9N4O6, from the Open Molecules 2025 dataset.

SMILES string   CCOC(=O)C(F)(F)F.CCOC(=O)C(F)(F)F.CCOC(=O)C(F)(F)F.CC#N.CC#N.CC#N.CC#N
Total energy   -63880.5881 eV

Structure (ORCA input):
```
! wB97M-V def2-TZVPD RIJCOSX def2/J DEFGRID3
* xyz 0 1
C -1.7003 0.7671 6.2798
C -2.7159 1.1421 5.3112
N -3.5287 1.4121 4.5549
H -1.9785 -0.2226 6.6516
H -1.7185 1.4326 7.1418
H -0.6971 0.7197 5.8694
C -3.6501 -3.8816 3.8059
C -2.5061 -3.0274 4.1339
N -1.5906 -2.3879 4.4014
H -4.2442 -3.9796 4.7126
H -3.2658 -4.8406 3.4717
H -4.2579 -3.4144 3.0364
C -1.1583 -0.1826 1.7300
C -0.2354 0.4645 2.6468
N 0.4994 0.9624 3.3731
H -1.3925 0.4933 0.9111
H -2.0789 -0.5058 2.2062
H -0.6422 -1.0643 1.3443
C 2.8249 0.3529 5.4092
C 3.6822 0.6382 4.2634
N 4.3928 0.8221 3.3863
H 2.0807 -0.3735 5.0975
H 2.3244 1.2401 5.7824
H 3.4957 -0.0240 6.1828
C 0.7689 3.4068 0.2812
C 0.6022 3.6277 -1.1845
O 1.1382 2.4506 -1.8416
C 1.0812 2.4119 -3.1529
O 0.6034 3.2042 -3.8978
C 1.7306 1.1296 -3.7146
F 2.3832 0.4304 -2.7810
F 0.7596 0.3399 -4.2138
F 2.5654 1.4231 -4.6948
H 0.2375 4.1363 0.8893
H 1.8232 3.4763 0.5593
H 0.4752 2.4059 0.5994
H 1.1849 4.4807 -1.5322
H -0.4255 3.7435 -1.5264
C 2.0373 -4.3017 -2.3887
C 2.8127 -3.0166 -2.5737
O 3.0377 -2.3727 -1.2985
C 2.0519 -1.6670 -0.8068
O 1.0276 -1.4049 -1.3701
C 2.3790 -1.0285 0.5605
F 2.0958 0.2735 0.5120
F 1.6335 -1.6051 1.5148
F 3.6642 -1.1723 0.8865
H 1.0403 -4.1329 -1.9971
H 2.6201 -5.0001 -1.7890
H 1.9733 -4.7808 -3.3718
H 2.2898 -2.3123 -3.2164
H 3.8103 -3.2303 -2.9413
C -1.6849 -0.0300 -2.1343
C -2.7123 0.0182 -3.2544
O -2.5379 1.2340 -4.0016
C -2.3079 1.1287 -5.2979
O -2.4025 0.1419 -5.9676
C -1.8891 2.4796 -5.9124
F -2.7322 2.7967 -6.9057
F -1.8754 3.4690 -5.0240
F -0.6647 2.3431 -6.4370
H -1.4624 -1.0789 -1.9208
H -2.0073 0.4369 -1.2076
H -0.7367 0.3945 -2.4506
H -3.7089 0.0694 -2.8186
H -2.6187 -0.8613 -3.8812
*
```



No. 4
The following is a quantum chemistry calculation of a single C9H7ClN4O molecule in a non-equilibrium geometry, from the Open Molecules 2025 dataset.

SMILES string   Nc1nc(Cl)nc(Oc2ccccc2)n1
Total energy   -29975.1090 eV

Structure (ORCA input):
```
! wB97M-V def2-TZVPD RIJCOSX def2/J DEFGRID3
* xyz 0 1
Cl -0.2941 -3.9678 0.1148
N 0.3694 -1.6869 -0.3985
N 1.9083 -2.9880 0.6845
N 2.3263 -0.7182 0.3512
O 0.8037 0.6487 -0.3838
C 0.7754 -2.7391 0.0417
C 1.1242 -0.6167 -0.1568
C 2.6847 -1.9278 0.6401
C -3.0921 2.0996 -0.3948
C -2.7150 1.4201 -1.4278
C -2.1997 2.5789 0.5429
C -1.4213 0.8185 -1.5021
C -0.8981 1.9669 0.6124
C -0.4905 1.0433 -0.4313
N 3.8847 -1.9577 1.0905
H -4.1589 2.5421 -0.4174
H -3.2121 1.1677 -2.3484
H -2.6636 3.2424 1.3341
H -0.9286 0.1600 -2.3680
H -0.1231 2.3957 1.3087
H 4.0148 -2.4112 2.0340
H 4.3056 -1.0707 1.0742
*
```



No. 5
The following is a quantum chemistry calculation of 2 unconnected molecules or ions with the total composition C6H10O, from the Open Molecules 2025 dataset.

Energy above the lowest of the compared OMol25 structures with the same formula, charge and spin   73.3 kcal per mole
Total energy   -8428.0637 eV

Structure (ORCA input):
```
! wB97M-V def2-TZVPD RIJCOSX def2/J DEFGRID3
* xyz 0 1
C 2.0943 1.2100 -1.0143
C 0.5744 -1.2785 -0.3352
O 0.7056 -1.1549 0.9588
C -0.5223 -0.8309 1.7029
C -1.5644 -0.6153 0.6406
C -1.2872 0.5146 -0.2872
C -0.8257 -0.8848 -0.6642
H 3.1148 1.3429 -1.3711
H 2.0036 1.6113 -0.0013
H 1.3955 1.7296 -1.6736
H 1.8589 0.1624 -1.0048
H -0.7273 -1.6866 2.3515
H -0.2949 0.0502 2.3105
H -2.5715 -0.9921 0.7887
H -0.5447 1.2637 -0.0090
H -2.1239 0.9056 -0.8619
H -1.2851 -1.3475 -1.5304
*
```



No. 6
The following is a quantum chemistry calculation of 2 unconnected molecules or ions with the total composition C12H17F3N3O5S in a non-equilibrium geometry, from the Open Molecules 2025 dataset.

Total energy   -46409.4626 eV

Structure (ORCA input):
```
! wB97M-V def2-TZVPD RIJCOSX def2/J DEFGRID3
* xyz -1 1
C -2.1600 4.3874 -1.3516
C -0.8263 3.6225 -1.2438
C -0.7380 2.7375 0.0276
C -0.6735 1.2612 -0.3048
O 0.5930 0.9894 -0.9673
C 1.1625 -0.1670 -0.5785
C 2.1494 -0.2197 0.3701
C 2.7045 -1.4845 0.7010
N 3.6845 -1.5154 1.6684
N 2.3663 -2.6552 0.1853
N 1.4190 -2.5093 -0.7430
C 0.8123 -1.4143 -1.1377
C -0.2338 -1.4954 -2.2324
C -1.1525 -2.7390 -2.1621
C -2.5662 -2.3411 -1.8585
F -3.3450 -1.9159 -2.8812
C -3.0193 -2.4336 -0.5641
F -3.1480 -3.6184 -0.0053
F -3.3041 -1.4052 0.2031
H -2.8913 3.8375 -1.9446
H -2.0091 5.3498 -1.8467
H -2.5636 4.6224 -0.3660
H -0.0076 4.3417 -1.2646
H -0.7052 3.0027 -2.1369
H -1.6346 2.9217 0.6222
H 0.1256 3.0574 0.6103
H -0.7846 0.6545 0.5952
H -1.4846 1.0568 -1.0122
H 2.5235 0.6652 0.8640
H 3.1781 -1.6905 2.5448
H 4.1758 -0.6347 1.7102
H 1.1495 -3.3741 -1.1918
H -0.8560 -0.6142 -2.0924
H 0.2616 -1.3602 -3.1954
H -0.8717 -3.4694 -1.4016
H -1.1624 -3.1942 -3.1604
O 3.3451 0.0782 5.3089
S 1.9672 -0.4402 5.1312
O 1.5336 -1.2074 6.3153
O 1.9595 -1.3603 3.9355
O 1.0266 0.6735 4.8497
*
```



No. 7
The following is a quantum chemistry calculation of a molecular structure, ClV2 in a non-equilibrium geometry, from the Open Molecules 2025 dataset.

Total energy   -63763.8822 eV

Structure (ORCA input):
```
! wB97M-V def2-TZVPD RIJCOSX def2/J DEFGRID3
* xyz 6 6
V 2.4135 -0.2316 -1.3791
V -2.2314 0.1904 1.3087
Cl -0.1821 0.0411 0.0704
*
```



No. 8
The following is a quantum chemistry calculation of 2 unconnected molecules or ions with the total composition C4H5NO, from the Open Molecules 2025 dataset.

Energy above the lowest of the compared OMol25 structures with the same formula, charge and spin   115.2 kcal per mole
SMILES string   C#[N+][O-].C#CC
Total energy   -7761.5326 eV

Structure (ORCA input):
```
! wB97M-V def2-TZVPD RIJCOSX def2/J DEFGRID3
* xyz 0 1
C 0.1072 0.8254 1.6660
C -0.5406 -0.2186 0.8737
C -1.1084 -1.1202 0.3130
C 0.3062 -0.7133 -2.3219
N 0.8790 0.2332 -1.9852
O 1.4846 1.2185 -1.6481
H -0.3240 1.8105 1.4655
H -0.0491 0.5890 2.7227
H 1.1828 0.8797 1.4752
H -1.6218 -1.9322 -0.1516
H -0.3157 -1.5721 -2.4094
*
```